A structure of composition C41H37Br2N4O4SiTl in a non-equilibrium geometry. Source: the OMol25 dataset; level of theory: ωB97M-V/def2-TZVPD.

```
90
Properties=species:S:1:pos:R:3:forces:R:3
Tl 0.44218 0.99144 -0.64734 0.32 -0.75 1.10
C 4.42895 0.03444 -2.68556 -0.05 -0.13 0.10
O 4.97308 1.34076 -2.90653 -0.09 -0.07 0.08
C 4.59552 2.43444 -2.22200 0.19 0.08 -0.25
C 5.27467 3.58408 -2.52718 -0.05 -0.16 -0.01
C 4.98096 4.80246 -1.88765 -0.09 0.00 0.06
C 3.99605 4.87961 -0.94140 0.11 0.19 -0.08
C 3.23757 3.74700 -0.59399 -0.05 -0.22 0.03
C 2.21775 3.92049 0.35806 0.12 0.45 0.21
N 1.36940 3.01402 0.79675 -0.36 -1.48 -0.84
N 0.48245 3.41421 1.64501 -0.07 1.20 0.95
C -0.45351 2.52780 2.07353 0.03 0.09 -0.44
O -0.68806 1.41939 1.56954 0.38 -0.52 -0.32
C -1.32715 3.03984 3.16125 -0.11 0.01 0.06
C -2.10222 2.12850 3.87478 0.05 0.01 -0.07
C -2.94803 2.57287 4.87639 -0.01 -0.01 0.03
C -3.03519 3.92906 5.15923 -0.03 0.03 0.04
C -2.26931 4.84207 4.44743 -0.01 -0.02 0.01
C -1.41076 4.40003 3.45462 0.06 -0.07 -0.01
C 3.53353 2.45348 -1.21445 0.15 0.23 -0.06
O 2.94358 1.41204 -0.88100 -0.29 -0.31 -0.04
H 5.04647 -0.63202 -3.28278 0.01 0.06 -0.04
H 3.39406 -0.03090 -3.01960 0.00 0.04 0.00
H 4.47661 -0.25655 -1.63973 0.04 0.03 -0.03
H 6.04896 3.52465 -3.27993 0.02 0.01 0.01
H 5.54183 5.68600 -2.16007 0.02 0.01 0.02
H 3.77715 5.82333 -0.45851 -0.02 -0.01 0.01
H 2.16871 4.90852 0.82436 -0.16 -0.09 -0.02
H -2.01514 1.07566 3.63966 -0.04 0.00 -0.02
H -3.53552 1.86265 5.44327 -0.01 0.00 -0.01
H -3.69736 4.27516 5.94245 -0.01 0.00 0.00
H -2.33913 5.89870 4.67050 0.00 0.00 0.00
H -0.79571 5.09303 2.89941 0.00 0.02 -0.01
Br -4.89866 5.63671 1.21844 0.09 -0.10 -0.05
C -3.63030 4.49560 0.40037 -0.07 0.12 0.04
C -2.37001 4.97499 0.10086 -0.02 -0.01 -0.07
C -1.49843 4.09566 -0.52306 -0.04 0.09 0.03
N -1.79879 2.83279 -0.78258 0.28 -0.10 -0.04
C -2.99812 2.36143 -0.44957 -0.06 0.31 0.04
C -3.97256 3.18816 0.10871 0.07 -0.08 0.00
C -3.24190 0.91564 -0.69799 -0.09 -0.27 -0.02
C -4.38758 0.28831 -0.22056 0.03 0.09 -0.06
C -4.56657 -1.05295 -0.50115 -0.14 -0.07 -0.03
Br -6.14633 -1.90468 0.09492 0.13 -0.02 -0.01
C -3.61933 -1.74795 -1.22437 0.08 0.01 0.11
C -2.49273 -1.04195 -1.62801 -0.15 -0.14 -0.01
N -2.30987 0.24947 -1.38499 0.21 0.08 0.15
H -2.07395 5.98626 0.33702 -0.01 0.01 -0.02
H -0.50371 4.41841 -0.81228 -0.02 0.04 0.02
H -4.97342 2.83875 0.30940 0.03 -0.02 0.06
H -5.13259 0.81631 0.35435 0.03 0.00 0.01
H -3.72385 -2.80142 -1.43777 0.01 -0.01 -0.02
H -1.70619 -1.54756 -2.17691 -0.07 0.01 0.04
C 2.27870 -5.14952 0.03344 0.18 0.04 0.08
C 2.40639 -3.66103 0.34550 -0.94 0.38 -0.34
C 3.60357 -3.05665 -0.37996 0.09 -0.07 0.12
C 2.51472 -3.43681 1.85094 0.15 -0.03 0.01
Si 0.82429 -2.67996 -0.23284 0.51 -1.85 -0.06
O 1.13294 -1.16363 0.06547 -0.38 2.54 -0.24
C -0.65792 -3.32396 0.76575 0.08 0.34 -0.28
C -1.27197 -4.56581 0.59979 -0.04 -0.04 0.00
C -2.36637 -4.93803 1.36922 -0.02 -0.02 -0.03
C -2.87194 -4.06725 2.32371 0.01 0.02 -0.01
C -2.26996 -2.83078 2.51020 -0.10 0.07 0.06
C -1.17978 -2.46262 1.73567 0.06 -0.01 -0.04
C 0.53735 -3.02222 -2.08833 -0.08 0.28 0.30
C 0.23815 -4.27180 -2.63461 -0.03 -0.02 -0.04
C -0.04119 -4.42105 -3.98654 0.00 -0.05 0.01
C -0.03424 -3.31723 -4.82731 -0.04 0.02 -0.02
C 0.26049 -2.06495 -4.30882 0.04 0.05 -0.05
C 0.55324 -1.93044 -2.95847 0.14 -0.13 -0.11
H 3.12072 -5.69870 0.47440 -0.02 -0.02 -0.03
H 2.29697 -5.32720 -1.04355 -0.01 -0.06 0.01
H 1.35990 -5.57107 0.44914 0.03 -0.04 0.00
H 4.53209 -3.52192 -0.02589 0.03 0.03 -0.06
H 3.66164 -1.98284 -0.19303 0.03 0.00 0.01
H 3.53301 -3.21399 -1.45991 0.03 0.00 -0.02
H 3.41126 -3.93005 2.24749 -0.02 0.01 0.02
H 1.64616 -3.84082 2.37689 0.03 -0.01 0.03
H 2.58380 -2.37054 2.07430 0.00 0.00 0.06
H -0.90178 -5.26532 -0.14024 -0.01 0.01 -0.02
H -2.82810 -5.90715 1.22186 0.01 0.01 0.00
H -3.73136 -4.35274 2.91590 -0.01 0.00 0.04
H -2.65589 -2.14724 3.25845 -0.01 -0.02 -0.02
H -0.71456 -1.49145 1.87448 -0.05 0.01 0.02
H 0.22497 -5.15135 -2.00318 -0.03 0.00 -0.01
H -0.27230 -5.40210 -4.38361 0.02 0.00 0.00
H -0.25659 -3.43365 -5.88056 -0.01 0.01 0.01
H 0.25699 -1.19436 -4.95420 0.04 -0.01 -0.01
H 0.80910 -0.95200 -2.56491 -0.02 0.01 -0.05
```
Positions in Å, forces in eV/Å.

For the total energy, the calculation gives -7714.5502 Eh. The HOMO-LUMO gap (spin up / spin down) comes out at 0.205 / 0.189 hartree. The total charge is 0. As for the highest occupied orbital energy (spin up / spin down): -7.87 / -7.79 eV. The calculation puts the LUMO energy (spin up / spin down) at -2.3 / -2.6 eV.